(1)
# C8H19N2O2

A cluster of 2 separate species, C8H19N2O2 in total in a non-equilibrium geometry (ωB97M-V with the def2-TZVPD basis set, the OMol25 dataset).

Output
ΔE to the lowest compared entry with this formula, charge and spin = 548.6 kJ/mol
LUMO level (spin up / spin down) = -4.2 / -4.2 eV
E_HOMO (spin up / spin down) = -13.974 / -13.973 eV

```
! RIJCOSX wB97M-V def2-TZVPD def2/J DEFGRID3
* xyz 1 1
C 3.020 0.621 -1.338
C 2.387 0.472 1.201
C 2.263 -1.570 -0.249
C -2.700 0.472 -1.366
C -2.758 -1.022 0.623
C -2.226 1.402 0.937
C 2.184 -0.102 -0.191
C -2.319 0.183 0.021
N 0.644 0.237 -0.560
N -0.308 -0.295 0.049
O 0.401 1.015 -1.493
O -0.085 -0.795 1.284
H 2.409 1.268 -2.021
H 3.762 1.278 -0.926
H 3.573 -0.006 -1.985
H 2.170 -0.324 1.813
H 1.788 1.320 1.387
H 3.442 0.631 1.356
H 1.882 -2.002 0.665
H 1.738 -1.938 -1.042
H 3.363 -1.698 -0.156
H -1.825 0.657 -1.984
H -3.256 -0.344 -1.938
H -3.457 1.245 -1.296
H -2.373 -1.201 1.688
H -2.771 -1.926 0.050
H -3.854 -0.887 0.863
H -1.495 1.057 1.790
H -1.741 2.086 0.241
H -3.187 1.717 1.199
H -0.668 -1.552 1.376
*
```

Atom charges from the natural (NBO) analysis, given in e for atoms 1 to 2: -0.66, -0.63



(2)
# C3H5FN

A cluster of 2 separate species, C3H5FN in total in a non-equilibrium geometry (ωB97M-V with the def2-TZVPD basis set, the OMol25 dataset).

Output
ΔE to the lowest compared entry with this formula, charge and spin = 689.2 kJ/mol
LUMO level (spin up / spin down) = -6.0 / -6.0 eV
E_HOMO (spin up / spin down) = -11.784 / -11.785 eV

```
! RIJCOSX wB97M-V def2-TZVPD def2/J DEFGRID3
* xyz 1 1
C -0.360 1.536 -0.077
C -2.505 -0.722 -0.114
C 0.864 0.851 0.030
N 0.735 -0.696 0.047
F -3.633 -0.203 -0.105
H 1.427 1.194 0.906
H 1.439 1.171 -0.853
H 1.357 -1.148 -0.634
H -0.262 -0.905 -0.178
H 0.938 -1.080 0.978
*
```

Atom charges from the natural (NBO) analysis, given in e for atoms 1 to 2: 0.08, 0.56



(3)
# C40H88N4O6

A cluster of 6 separate species, C40H88N4O6 in total in a non-equilibrium geometry (ωB97M-V with the def2-TZVPD basis set, the OMol25 dataset).

Output
ΔE to the lowest compared entry with this formula, charge and spin = 130.6 kJ/mol
SMILES = CC1(C)CCCC(C)(C)N1O.CC1(C)CCCC(C)(C)N1O.CC1(C)CCCC(C)(C)N1O.CC1(C)CCCC(C)(C)N1O.CCO.CCO
LUMO level = 0.5 eV
E_HOMO = -8.190 eV

```
! RIJCOSX wB97M-V def2-TZVPD def2/J DEFGRID3
* xyz 0 1
C 2.620 3.273 -1.306
C 3.047 2.270 -0.184
C 2.642 0.817 -0.623
C 3.799 0.034 -1.347
C 4.850 -0.217 -0.318
C 5.310 1.072 0.274
N 4.577 2.215 -0.239
O 5.151 3.418 0.157
C 5.253 1.012 1.780
C 6.777 1.284 -0.035
C 2.536 2.758 1.175
H 3.226 4.191 -1.213
H 1.555 3.510 -1.247
H 2.906 2.819 -2.270
H 2.489 0.233 0.265
H 1.731 0.871 -1.202
H 4.183 0.599 -2.212
H 3.378 -0.909 -1.671
H 5.729 -0.591 -0.834
H 4.417 -0.867 0.442
H 5.940 0.235 2.116
H 5.590 1.946 2.255
H 4.302 0.703 2.219
H 6.926 1.618 -1.041
H 7.213 2.009 0.670
H 7.305 0.362 0.157
H 2.783 3.797 1.408
H 2.873 2.104 1.996
H 1.427 2.657 1.269
H 4.856 3.533 1.109
C -0.833 -4.990 3.023
C -0.301 -3.711 3.605
C -0.128 -3.847 5.151
C 0.667 -2.681 5.715
C 2.047 -2.565 5.141
C 2.008 -2.546 3.566
N 1.125 -3.614 3.113
O 1.145 -3.669 1.685
C 1.652 -1.157 3.049
C 3.440 -2.929 3.142
C -1.231 -2.523 3.293
H -1.823 -5.135 3.419
H -0.189 -5.816 3.284
H -0.928 -4.972 1.941
H -1.137 -3.842 5.567
H 0.370 -4.801 5.402
H 0.741 -2.793 6.797
H 0.074 -1.735 5.493
H 2.682 -3.409 5.405
H 2.697 -1.658 5.342
H 2.536 -0.444 3.009
H 1.234 -1.229 2.044
H 0.989 -0.568 3.645
H 3.652 -3.967 3.264
H 3.525 -2.686 2.111
H 4.202 -2.342 3.651
H -2.276 -2.887 3.318
H -1.068 -2.100 2.268
H -1.048 -1.755 4.028
H 1.463 -4.540 1.456
C -3.667 3.058 3.832
C -3.294 1.703 3.178
C -4.231 0.527 3.565
C -5.593 0.611 2.912
C -5.380 0.563 1.479
C -4.535 1.665 0.830
N -3.281 1.730 1.666
O -2.291 2.612 1.160
C -4.250 1.329 -0.624
C -5.449 2.935 0.771
C -1.927 1.300 3.644
H -2.901 3.768 3.458
H -3.706 2.928 4.910
H -4.661 3.416 3.510
H -3.836 -0.437 3.168
H -4.241 0.518 4.678
H -6.141 1.506 3.177
H -6.243 -0.199 3.272
H -6.238 0.549 0.818
H -4.905 -0.409 1.249
H -3.793 2.177 -1.127
H -3.712 0.398 -0.676
H -5.194 1.132 -1.130
H -6.229 2.845 0.016
H -5.863 3.080 1.763
H -4.893 3.826 0.463
H -1.733 0.334 3.225
H -1.952 1.173 4.742
H -1.219 2.115 3.508
H -2.663 3.496 1.101
C 2.070 3.130 -5.146
C 1.427 1.807 -5.589
C 1.174 1.043 -4.218
C 0.357 -0.266 -4.398
C -0.942 0.169 -5.024
C -0.759 0.788 -6.352
N 0.093 1.979 -6.193
O 0.209 2.623 -7.466
C -0.218 -0.244 -7.433
C -2.210 1.072 -6.855
C 2.387 0.972 -6.432
H 1.476 3.758 -4.424
H 2.487 3.750 -5.940
H 2.867 2.771 -4.502
H 2.200 0.849 -3.854
H 0.640 1.711 -3.512
H 0.205 -0.790 -3.440
H 0.898 -0.924 -5.081
H -1.519 0.829 -4.366
H -1.539 -0.749 -5.162
H -1.153 -0.742 -7.743
H 0.271 0.254 -8.242
H 0.385 -0.983 -6.861
H -2.661 1.835 -6.192
H -2.194 1.581 -7.823
H -2.759 0.122 -6.921
H 3.343 1.066 -5.927
H 2.459 1.313 -7.487
H 2.029 -0.056 -6.397
H -0.123 3.536 -7.440
C -3.119 -4.251 -0.188
C -4.235 -3.323 0.231
O -3.818 -2.654 1.447
H -2.342 -3.537 -0.425
H -3.366 -4.759 -1.124
H -2.807 -4.984 0.603
H -5.220 -3.742 0.463
H -4.296 -2.525 -0.524
H -3.049 -2.063 1.300
C -0.041 -1.427 -0.715
C -0.638 -0.205 -0.002
O -1.833 -0.601 0.634
H 0.956 -1.293 -1.070
H -0.649 -1.747 -1.538
H 0.028 -2.188 0.054
H -0.861 0.611 -0.704
H -0.031 0.243 0.811
H -2.242 0.147 1.146
*
```

Atom charges from the Löwdin analysis, given in e for atoms 1 to 2: -0.02, -0.44